Record 1
Below is a structure of composition C5H7NO, with properties calculated with ωB97M-V with the def2-TZVPD basis set.

Structure (ORCA input):
```
! RIJCOSX wB97M-V def2-TZVPD def2/J DEFGRID3
* xyz 0 1
C 1.46 0.36 0.51
C 0.90 -0.87 -0.10
C -0.94 -1.13 0.46
O -1.58 -0.06 0.89
C -1.42 1.30 -0.38
N -0.75 1.82 -1.24
C 0.83 0.34 -0.81
H 0.91 0.79 1.35
H 2.53 0.49 0.55
H 1.40 -1.80 -0.33
H -0.79 -1.86 1.25
H -1.40 -1.57 -0.43
H -2.29 1.66 0.09
H 1.14 0.52 -1.81
*
```

Properties
E = -8829.1483 eV
LUMO level (alpha / beta) = -0.30 / -0.30 eV
energy relative to the best compared isomer or geometry (same formula, charge and spin) = 162.7 kcal per mole
highest occupied orbital energy (alpha / beta) = -9.19 / -9.19 eV
frontier orbital gap (alpha / beta) = 8.889 / 8.890 eV

***

Record 2
Below is a structure of composition C35H65N4O4PS2Tl, with properties calculated with ωB97M-V with the def2-TZVPD basis set.

Structure (ORCA input):
```
! RIJCOSX wB97M-V def2-TZVPD def2/J DEFGRID3
* xyz 1 1
Tl -0.77 -0.03 -0.11
C 0.31 -2.72 -0.19
C -0.88 -2.14 -0.86
C -0.40 -1.95 -2.30
C 0.91 -2.32 -2.32
C 1.36 -2.81 -1.03
C 2.74 -3.32 -0.73
C 2.86 -3.74 0.73
C 3.76 -2.21 -1.02
C 3.04 -4.52 -1.64
C -1.15 -1.48 -3.55
C -2.01 -2.62 -4.12
C -2.01 -0.23 -3.32
C -0.14 -1.11 -4.65
C -2.21 -2.82 -0.43
C -2.29 -2.91 1.10
C -3.49 -2.11 -0.88
C -2.20 -4.25 -0.99
H 0.32 -3.08 0.82
H 1.54 -2.27 -3.20
H 2.67 -2.90 1.40
H 3.87 -4.10 0.94
H 2.16 -4.55 0.97
H 3.55 -1.33 -0.39
H 3.73 -1.91 -2.07
H 4.77 -2.55 -0.80
H 2.33 -5.33 -1.45
H 4.04 -4.90 -1.45
H 2.97 -4.26 -2.69
H -2.84 -2.89 -3.48
H -1.41 -3.51 -4.29
H -2.43 -2.30 -5.08
H -2.69 -0.32 -2.48
H -2.61 -0.03 -4.20
H -1.38 0.65 -3.15
H 0.42 -1.97 -5.00
H 0.56 -0.34 -4.32
H -0.69 -0.71 -5.51
H -2.23 -1.93 1.58
H -1.53 -3.58 1.52
H -3.26 -3.33 1.38
H -3.54 -1.09 -0.48
H -4.35 -2.65 -0.49
H -3.60 -2.06 -1.96
H -1.34 -4.81 -0.61
H -2.15 -4.27 -2.08
H -3.11 -4.78 -0.68
C 3.60 2.44 -2.26
C 2.97 1.11 -2.61
N 1.64 1.03 -2.01
C 0.87 2.10 -1.68
N -0.33 1.87 -1.17
C -1.23 3.01 -0.96
C -0.43 4.18 -0.43
C 0.64 4.53 -1.44
N 1.37 3.34 -1.86
C 2.61 3.54 -2.59
H 4.52 2.57 -2.83
H 3.84 2.48 -1.20
H 3.56 0.29 -2.22
H 2.89 1.00 -3.70
H 1.15 0.15 -2.12
H -2.00 2.71 -0.26
H -1.72 3.27 -1.91
H 0.02 3.90 0.52
H -1.08 5.05 -0.26
H 1.36 5.23 -1.02
H 0.19 5.01 -2.32
H 3.00 4.51 -2.29
H 2.42 3.59 -3.67
S 1.26 0.60 1.49
C 0.85 -0.11 2.97
N 0.25 -1.27 3.12
C -0.09 -1.70 4.47
C 0.07 -0.48 5.37
S 1.19 0.65 4.48
H -0.04 -1.79 2.31
H 0.57 -2.52 4.76
H -1.12 -2.05 4.48
H 0.50 -0.73 6.33
H -0.88 0.04 5.49
C -0.43 4.23 3.43
C -1.80 3.57 3.51
C -2.91 4.58 3.27
C -1.96 2.87 4.86
O -1.82 2.61 2.40
P -2.62 1.24 2.35
O -2.14 0.24 3.33
O -2.51 0.80 0.87
O -4.11 1.72 2.58
C -5.33 0.93 2.40
C -5.08 -0.54 2.67
C -6.31 1.51 3.40
C -5.79 1.16 0.97
H -0.31 4.95 4.23
H -0.31 4.75 2.48
H 0.36 3.48 3.51
H -2.86 5.37 4.03
H -3.88 4.10 3.32
H -2.79 5.04 2.29
H -1.89 3.62 5.65
H -1.17 2.14 5.00
H -2.93 2.38 4.94
H -4.67 -0.70 3.66
H -4.40 -0.97 1.94
H -6.03 -1.08 2.60
H -5.95 1.36 4.42
H -7.28 1.02 3.30
H -6.44 2.58 3.23
H -5.04 0.80 0.26
H -5.96 2.22 0.79
H -6.73 0.62 0.79
*
```

Properties
E = -87153.9954 eV
LUMO level = -2.81 eV
energy relative to the best compared isomer or geometry (same formula, charge and spin) = 0.0 kcal per mole
highest occupied orbital energy = -10.88 eV
frontier orbital gap = 8.069 eV

***

Record 3
Below is the molecule C9H8S3, with properties calculated with ωB97M-V with the def2-TZVPD basis set.

Structure (ORCA input):
```
! RIJCOSX wB97M-V def2-TZVPD def2/J DEFGRID3
* xyz 0 1
C -3.41 0.23 1.60
C -4.27 -0.64 1.04
C -2.36 0.58 0.73
C -2.44 -0.08 -0.54
C 0.90 0.39 -0.66
C 1.68 0.35 0.43
C -1.50 0.25 -1.44
C -0.42 1.10 -0.80
C 3.00 -0.37 0.40
S -3.86 -1.10 -0.59
S -1.01 1.60 0.88
S 1.29 1.07 1.96
H -3.53 0.62 2.60
H -5.16 -1.06 1.48
H 1.24 -0.09 -1.56
H -1.42 -0.07 -2.46
H -0.26 2.02 -1.37
H 3.05 -1.03 -0.47
H 3.13 -0.95 1.31
H 3.81 0.36 0.34
*
```

Properties
E = -41965.8950 eV
LUMO level (alpha / beta) = -0.70 / -1.02 eV
energy relative to the best compared isomer or geometry (same formula, charge and spin) = 3.1 kcal per mole
highest occupied orbital energy (alpha / beta) = -7.49 / -6.94 eV
frontier orbital gap (alpha / beta) = 6.791 / 5.917 eV

***

Record 4
Below is a structure of composition C12H24Cl2N2STi, with properties calculated with ωB97M-V with the def2-TZVPD basis set.

Structure (ORCA input):
```
! RIJCOSX wB97M-V def2-TZVPD def2/J DEFGRID3
* xyz -1 2
Ti 0.52 -0.11 -0.90
Cl -0.23 -2.16 -1.62
Cl 0.83 1.68 0.54
C 2.10 -0.02 -1.78
H 2.75 0.83 -1.57
H 2.58 -0.86 -2.28
C -0.38 0.97 -2.30
C 0.84 0.59 -2.87
H -0.35 1.89 -1.70
C 0.79 -0.37 -4.13
H 1.38 1.49 -3.22
C -0.47 -0.14 -4.96
H 1.69 -0.19 -4.73
H 0.82 -1.41 -3.79
C -1.75 -0.23 -4.13
H -0.42 0.86 -5.43
H -0.52 -0.87 -5.78
C -1.74 0.67 -2.87
H -2.61 0.04 -4.75
H -1.90 -1.27 -3.81
H -2.24 1.62 -3.11
H -2.38 0.20 -2.10
C 2.35 -1.15 2.72
N 1.18 -0.53 3.35
C 1.46 0.52 4.33
C -0.01 -0.60 2.73
S -0.16 -1.54 1.31
N -1.06 0.13 3.22
C -1.43 -0.02 4.63
C -2.18 0.37 2.32
H 3.18 -1.09 3.42
H 2.61 -0.63 1.78
H 2.13 -2.20 2.49
H 0.92 1.44 4.08
H 1.20 0.19 5.34
H 2.54 0.72 4.31
H -2.43 0.42 4.75
H -1.47 -1.08 4.94
H -0.75 0.53 5.28
H -1.82 0.88 1.41
H -2.68 -0.57 2.03
H -2.89 1.02 2.85
*
```

Properties
E = -74810.4896 eV
LUMO level (alpha / beta) = 2.70 / 2.70 eV
energy relative to the best compared isomer or geometry (same formula, charge and spin) = 0.0 kcal per mole
highest occupied orbital energy (alpha / beta) = -1.66 / -3.31 eV
frontier orbital gap (alpha / beta) = 4.357 / 6.004 eV

***

- The highest E belongs to which entry?
  C5H7NO